No. 1
{
  "formula": "C26H34BGe2MnN2O4S",
  "method": "wB97M-V/def2-TZVPD",
  "total_charge": -2,
  "multiplicity": 5,
  "e_above_lowest_kcal_mol": 14.0,
  "e_lumo_ev": [4.5562, 4.5571],
  "total_energy_ev": -194549.86459,
  "gap_ev": [6.08, 6.62],
  "symbols": ["Mn", "C", "C", "C", "C", "C", "C", "C", "S", "O", "O", "N", "C", "C", "O", "O", "H", "H", "H", "H", "H", "H", "H", "H", "H", "C", "Ge", "C", "C", "Ge", "C", "C", "C", "C", "C", "C", "C", "C", "C", "C", "C", "C", "H", "H", "H", "H", "H", "H", "H", "H", "H", "H", "H", "H", "H", "H", "H", "H", "H", "H", "H", "C", "H", "H", "H", "B", "C", "N", "H", "H", "H"],
  "xyz": [[-1.18319, 1.46278, 0.18704], [5.44444, 4.08448, 0.41928], [3.98849, 4.11595, 0.03756], [3.59757, 4.13208, -1.29787], [2.25762, 4.08698, -1.64742], [1.29202, 4.03508, -0.65325], [1.65894, 4.05533, 0.68155], [3.00326, 4.09281, 1.01754], [-0.39274, 3.80640, -1.16209], [-0.42924, 2.38790, -1.62885], [-0.65495, 4.74655, -2.23226], [-1.19473, 3.93028, 0.15460], [-2.61070, 4.25788, 0.03652], [-3.54002, 3.09581, -0.34771], [-4.68867, 3.36312, -0.67842], [-3.05237, 1.90770, -0.24510], [6.05000, 3.68139, -0.39314], [5.59118, 3.44860, 1.29292], [5.81853, 5.08484, 0.65579], [4.35424, 4.13492, -2.07507], [1.95312, 4.06464, -2.68631], [0.88908, 3.99989, 1.43771], [3.29232, 4.04767, 2.06124], [-2.79972, 5.07005, -0.66884], [-2.95531, 4.60062, 1.01575], [-0.33401, -4.52790, 1.75575], [-0.70604, -2.57579, 1.89287], [-2.10504, -2.44451, 3.30273], [0.90462, -1.87714, 2.79273], [-1.38540, -1.35623, -0.14163], [-2.75402, -2.63474, -0.88568], [-3.41658, -3.62450, -0.15618], [-4.37117, -4.45401, -0.73845], [-4.69033, -4.31546, -2.08140], [-4.04794, -3.33482, -2.82959], [-3.10248, -2.51071, -2.23582], [0.11185, -1.91014, -1.37237], [0.75605, -0.95048, -2.15739], [1.78570, -1.29459, -3.02818], [2.19517, -2.61548, -3.13918], [1.56394, -3.58994, -2.37437], [0.53821, -3.23535, -1.50729], [-0.41603, -4.98712, 2.74531], [0.68389, -4.67931, 1.38940], [-1.02318, -5.03435, 1.07735], [-1.84792, -3.08316, 4.15313], [-3.09354, -2.73160, 2.93828], [-2.16641, -1.41147, 3.65222], [1.07249, -2.43366, 3.71977], [0.79387, -0.81939, 3.03503], [1.78672, -1.97510, 2.15800], [-3.18542, -3.76242, 0.89464], [-4.86275, -5.21308, -0.13863], [-5.43156, -4.95999, -2.54031], [-4.28943, -3.20929, -3.87965], [-2.61660, -1.74815, -2.83692], [0.46362, 0.09131, -2.08700], [2.27326, -0.52177, -3.61168], [3.00357, -2.88457, -3.81006], [1.87511, -4.62697, -2.44937], [0.05080, -4.01210, -0.92353], [-1.70698, 1.36450, 2.14998], [-1.00982, 0.71864, 2.67867], [-2.72289, 0.97743, 2.16618], [-1.65697, 2.39429, 2.50746], [3.42086, 0.59594, 1.19729], [1.88054, 0.83119, 0.92316], [0.76239, 1.03715, 0.72291], [3.68769, 1.14740, 2.25375], [3.60848, -0.60236, 1.26377], [4.03450, 1.09608, 0.27310]]
}

---

No. 2
{
  "formula": "C38H76O14",
  "method": "wB97M-V/def2-TZVPD",
  "e_above_lowest_kcal_mol": 0.0,
  "e_lumo_ev": 0.5240,
  "total_energy_ev": -69299.56074,
  "gap_ev": 9.62,
  "smiles": "COC(=O)OC.COC(=O)OC.C1CCOC1.C1CCOC1.C1CCOC1.C1CCOC1.C1CCOC1.C1CCOC1.C1CCOC1.C1CCOC1",
  "symbols": ["C", "C", "C", "O", "C", "H", "H", "H", "H", "H", "H", "H", "H", "C", "C", "C", "O", "C", "H", "H", "H", "H", "H", "H", "H", "H", "C", "C", "C", "O", "C", "H", "H", "H", "H", "H", "H", "H", "H", "C", "C", "C", "O", "C", "H", "H", "H", "H", "H", "H", "H", "H", "C", "C", "C", "O", "C", "H", "H", "H", "H", "H", "H", "H", "H", "C", "C", "C", "O", "C", "H", "H", "H", "H", "H", "H", "H", "H", "C", "C", "C", "O", "C", "H", "H", "H", "H", "H", "H", "H", "H", "C", "C", "C", "O", "C", "H", "H", "H", "H", "H", "H", "H", "H", "C", "O", "C", "O", "O", "C", "H", "H", "H", "H", "H", "H", "C", "O", "C", "O", "O", "C", "H", "H", "H", "H", "H", "H"],
  "xyz": [[9.92412, 23.92699, -16.98475], [9.27579, 23.14726, -15.84840], [7.79682, 23.53554, -16.04621], [7.86522, 24.91941, -16.38608], [9.06236, 25.18793, -17.13582], [9.85644, 23.29008, -17.86675], [10.95155, 24.16459, -16.71051], [9.58482, 23.47473, -14.85757], [9.31273, 22.06555, -15.98642], [7.19360, 23.43978, -15.13880], [7.23405, 23.00038, -16.81782], [9.56667, 26.03162, -16.66507], [8.73961, 25.38185, -18.16075], [6.57829, 26.27845, -11.60703], [5.23857, 25.56017, -11.62491], [5.60923, 24.24527, -12.27257], [6.83155, 23.88665, -11.63539], [7.58600, 25.09500, -11.52961], [6.67447, 26.94531, -10.75197], [6.73542, 26.83146, -12.53414], [4.40494, 26.10877, -12.06366], [4.89821, 25.31716, -10.61328], [5.75461, 24.29476, -13.36171], [4.84862, 23.47670, -12.12136], [8.36229, 25.20249, -12.29117], [8.10506, 25.10648, -10.56875], [14.38751, 23.46935, -19.38042], [13.96857, 23.14399, -20.79095], [12.65701, 22.38066, -20.59084], [12.04442, 22.99365, -19.46878], [13.01343, 23.70261, -18.70247], [14.99334, 24.37664, -19.35722], [14.95177, 22.68900, -18.87108], [14.66564, 22.50035, -21.33458], [13.74650, 24.02680, -21.39183], [12.83943, 21.31603, -20.39850], [12.07452, 22.46675, -21.51185], [13.03733, 23.34193, -17.67341], [12.82123, 24.77759, -18.66863], [5.88093, 19.23199, -18.98471], [7.25899, 19.35242, -19.59595], [7.84536, 20.56563, -18.85110], [6.72252, 21.36945, -18.50170], [5.48328, 20.68636, -18.66345], [5.96141, 18.65780, -18.05680], [5.11017, 18.74145, -19.57997], [7.23137, 19.50293, -20.67907], [7.85072, 18.44534, -19.46029], [8.61775, 21.07913, -19.42365], [8.28668, 20.24256, -17.90020], [4.85794, 21.05934, -19.47553], [5.02016, 20.70415, -17.67710], [5.65747, 28.98621, -15.61717], [5.90123, 27.46699, -15.61016], [4.63461, 26.90039, -14.95920], [4.30580, 27.90600, -14.03314], [5.01899, 29.11618, -14.21482], [4.93998, 29.35393, -16.34798], [6.59780, 29.53101, -15.65685], [6.76138, 27.19749, -14.99239], [6.10676, 27.04787, -16.59652], [4.75425, 25.94103, -14.45557], [3.86287, 26.77364, -15.73461], [5.81597, 29.11217, -13.46240], [4.36473, 29.97261, -14.06948], [6.18070, 20.28637, -15.08380], [7.07666, 20.58788, -13.88568], [6.06360, 20.80228, -12.75849], [4.91793, 21.36060, -13.40896], [4.75803, 20.61796, -14.59464], [6.28952, 19.27249, -15.47396], [6.43535, 20.93474, -15.92414], [7.60191, 21.53277, -14.02162], [7.80024, 19.80157, -13.69099], [6.35413, 21.44853, -11.93431], [5.79102, 19.83404, -12.31794], [4.25167, 21.23654, -15.34019], [4.11645, 19.73518, -14.49002], [11.72411, 27.39648, -13.93261], [12.70791, 26.23510, -14.19513], [11.91245, 24.96880, -13.82066], [10.64116, 25.41625, -13.34977], [10.38564, 26.69483, -13.92591], [11.81897, 28.05792, -14.79958], [11.89327, 28.01403, -13.05424], [13.61832, 26.31174, -13.59780], [13.07242, 26.24778, -15.22146], [12.38217, 24.40959, -13.01233], [11.77208, 24.27744, -14.65720], [9.63140, 27.14934, -13.27992], [9.94478, 26.59916, -14.92547], [13.67453, 27.99941, -18.69779], [12.37172, 28.71915, -18.98571], [11.34674, 27.93920, -18.14523], [12.06080, 26.91600, -17.43735], [13.41043, 27.32529, -17.36135], [14.54854, 28.65523, -18.72184], [13.91399, 27.23802, -19.44671], [12.12267, 28.81413, -20.04443], [12.40469, 29.76798, -18.68124], [10.45882, 27.55311, -18.64265], [10.93925, 28.61081, -17.37706], [14.10014, 26.49896, -17.16739], [13.52236, 27.99188, -16.48766], [10.50763, 25.20293, -20.91936], [9.35717, 25.91987, -21.34503], [8.19364, 25.33172, -21.60815], [7.30306, 25.91599, -22.13006], [8.17088, 24.07276, -21.19588], [6.91308, 23.42069, -21.38117], [10.30365, 24.34257, -20.29401], [11.12744, 25.94282, -20.41543], [11.11330, 24.85267, -21.76177], [6.67329, 23.31617, -22.43751], [6.14641, 23.97868, -20.84746], [6.98921, 22.43760, -20.93134], [9.72345, 22.58055, -12.00295], [10.58227, 21.60411, -11.39389], [10.69934, 20.42829, -11.96716], [10.25366, 20.10511, -13.02300], [11.39290, 19.66401, -11.12394], [11.72521, 18.39318, -11.61346], [8.83944, 22.14282, -12.45508], [10.33490, 23.09814, -12.73744], [9.43542, 23.30324, -11.25073], [12.75013, 18.13303, -11.34154], [11.68753, 18.29703, -12.69923], [11.10510, 17.59278, -11.20513]]
}

---

No. 3
{
  "formula": "C36H30InN6O16S",
  "method": "wB97M-V/def2-TZVPD",
  "total_charge": 1,
  "e_above_lowest_kcal_mol": 33.3,
  "e_lumo_ev": -9.8421,
  "total_energy_ev": -95496.71375,
  "gap_ev": 2.33,
  "symbols": ["In", "S", "O", "O", "O", "O", "C", "C", "C", "C", "C", "C", "N", "O", "O", "H", "H", "H", "H", "H", "C", "C", "C", "C", "C", "C", "N", "O", "O", "H", "H", "H", "H", "H", "C", "C", "C", "C", "C", "C", "N", "O", "O", "H", "H", "H", "H", "H", "C", "C", "C", "C", "C", "C", "N", "O", "O", "H", "H", "H", "H", "H", "C", "C", "C", "C", "C", "C", "N", "O", "O", "H", "H", "H", "H", "H", "C", "C", "C", "C", "C", "C", "N", "O", "O", "H", "H", "H", "H", "H"],
  "xyz": [[-3.07223, 1.82210, -3.51033], [-1.54999, 0.17714, -1.21629], [-2.38512, 1.25394, -0.74683], [-0.72583, 0.90881, -2.19197], [-0.84584, -0.54294, -0.17681], [-2.49760, -0.61855, -1.98872], [2.22683, -3.39805, -4.14232], [2.15905, -3.22591, -5.51599], [1.30783, -2.32117, -6.11178], [0.37085, -1.58592, -5.31927], [0.44352, -1.71942, -3.86361], [1.29748, -2.64369, -3.33605], [-0.50677, -0.54715, -5.92094], [-0.35335, -0.23643, -7.06919], [-1.41446, -0.01983, -5.27114], [2.91438, -4.01949, -3.58779], [2.79184, -3.70151, -6.25070], [1.50457, -2.19145, -7.16574], [-0.10920, -1.16995, -3.11597], [1.52637, -2.69400, -2.28178], [2.66847, 1.83809, -1.82698], [3.67228, 2.41313, -1.08302], [4.94084, 2.28071, -1.38443], [5.35798, 1.38334, -2.34711], [4.37033, 0.76881, -3.16242], [3.05094, 1.05360, -2.92108], [6.82455, 1.29782, -2.65199], [7.61335, 1.98885, -1.97519], [7.19289, 0.47271, -3.44620], [1.66738, 1.87583, -1.42354], [3.47903, 2.91469, -0.14628], [5.67375, 2.82067, -0.80333], [4.59614, 0.17700, -4.03715], [2.26438, 0.54565, -3.45932], [-0.84842, -5.09475, 0.59883], [-1.52571, -6.28860, 0.32959], [-2.69594, -6.17912, -0.40596], [-3.19633, -4.93775, -0.84466], [-2.45919, -3.78429, -0.61211], [-1.26193, -3.83826, 0.13195], [-4.55952, -4.84089, -1.37442], [-5.29756, -5.86458, -1.45413], [-4.91943, -3.74455, -1.74925], [-0.00230, -5.13070, 1.26903], [-1.12075, -7.17774, 0.78984], [-3.20328, -7.12996, -0.47593], [-2.78565, -2.83091, -1.00052], [-0.73184, -2.90549, 0.25585], [-0.96515, 5.00469, 3.08534], [-0.03853, 5.65451, 2.30621], [0.00467, 5.44649, 0.92841], [-0.90500, 4.48724, 0.38587], [-1.78328, 3.82162, 1.20527], [-1.80111, 4.08087, 2.55753], [-1.04740, 4.35496, -1.09703], [-2.13956, 4.05545, -1.59645], [0.00226, 4.53627, -1.73701], [-1.10346, 5.22910, 4.13267], [0.62514, 6.38253, 2.74885], [0.75927, 6.00038, 0.38973], [-2.45056, 3.06571, 0.81829], [-2.39343, 3.52087, 3.26602], [1.84784, 2.27839, 1.83521], [1.11731, 1.12754, 1.46185], [1.24036, -0.06828, 2.21118], [1.98507, -0.10507, 3.34267], [2.70262, 1.01475, 3.72719], [2.62772, 2.24099, 2.97663], [1.97063, -1.34655, 4.13222], [1.31888, -2.28264, 3.70078], [2.56468, -1.38247, 5.21026], [1.78886, 3.18786, 1.25574], [0.53436, 1.19167, 0.55495], [0.56896, -0.81028, 1.80490], [3.34608, 0.95811, 4.59272], [3.14571, 3.16614, 3.18206], [-3.71438, 0.31550, 2.19622], [-4.66787, 0.01211, 3.11875], [-4.35026, -0.30415, 4.43300], [-3.02042, -0.24965, 4.86240], [-1.96622, 0.03184, 3.92999], [-2.35670, 0.36630, 2.65985], [-2.69445, -0.40087, 6.34183], [-3.70056, -0.72094, 7.01416], [-1.55151, -0.22516, 6.76918], [-3.97058, 0.64900, 1.20146], [-5.70555, -0.13189, 2.85631], [-5.09604, -0.63524, 5.14053], [-0.92699, 0.18891, 4.17846], [-1.64827, 0.68357, 1.90894]]
}

---

No. 4
{
  "formula": "C3H5IS",
  "method": "wB97M-V/def2-TZVPD",
  "e_above_lowest_kcal_mol": 21.1,
  "e_lumo_ev": -0.8116,
  "total_energy_ev": -22126.11170,
  "gap_ev": 8.16,
  "smiles": "C[C@@H](I)C=S",
  "symbols": ["C", "C", "C", "S", "I", "H", "H", "H", "H", "H"],
  "xyz": [[0.01737, 1.38330, 0.10160], [0.54301, -1.03698, 0.02815], [-0.48834, -0.01418, -0.23523], [-0.11815, 2.79466, -0.65508], [-2.27997, -0.23003, 1.07403], [0.61831, 1.28640, 1.11856], [0.30473, -2.09200, -0.26640], [0.79416, -0.98970, 1.05675], [1.31446, -0.96955, -0.70989], [-0.70558, -0.13193, -1.51249]]
}